# 1
DFT (ωB97M-V/def2-TZVPD) results for a 7-piece molecular cluster, C30H79N5O12 overall in a non-equilibrium geometry.

Cartesian coordinates (Å):
C: 4.05 -2.94 -1.16
O: 3.17 -2.09 -1.87
C: 3.32 -2.24 -3.28
C: 2.20 -1.54 -4.03
N: 2.30 -0.10 -4.19
C: 2.10 0.67 -2.96
C: 1.74 2.10 -3.31
O: 1.22 2.74 -2.17
C: 1.06 4.13 -2.30
H: 3.99 -2.65 -0.11
H: 5.09 -2.82 -1.48
H: 3.74 -3.99 -1.22
H: 3.31 -3.31 -3.55
H: 4.31 -1.84 -3.57
H: 1.26 -1.75 -3.50
H: 2.15 -1.96 -5.03
H: 3.21 0.15 -4.55
H: 2.99 0.70 -2.32
H: 1.31 0.25 -2.33
H: 1.02 2.13 -4.14
H: 2.67 2.61 -3.64
H: 0.45 4.49 -1.48
H: 0.55 4.37 -3.24
H: 2.03 4.64 -2.31
C: 0.73 -1.35 2.73
O: -0.54 -0.84 2.47
C: -1.09 -0.12 3.55
C: -2.16 0.82 3.04
N: -1.59 1.98 2.38
C: -2.63 2.86 1.86
C: -2.01 4.05 1.14
O: -3.02 4.73 0.45
C: -2.57 5.94 -0.13
H: 1.14 -1.75 1.79
H: 0.72 -2.21 3.42
H: 1.43 -0.59 3.09
H: -0.33 0.42 4.13
H: -1.54 -0.82 4.27
H: -2.73 1.15 3.92
H: -2.86 0.26 2.40
H: -0.96 1.65 1.64
H: -3.25 3.22 2.68
H: -3.25 2.32 1.14
H: -1.21 3.71 0.47
H: -1.52 4.68 1.90
H: -3.33 6.24 -0.85
H: -1.63 5.79 -0.69
H: -2.42 6.72 0.62
C: 3.84 4.50 7.24
O: 3.16 4.33 6.03
C: 3.29 3.01 5.53
C: 2.45 2.90 4.27
N: 3.23 3.08 3.06
C: 2.39 3.27 1.89
C: 3.22 3.35 0.64
O: 3.76 2.06 0.37
C: 4.67 2.08 -0.71
H: 3.70 5.54 7.55
H: 4.91 4.30 7.12
H: 3.40 3.84 8.00
H: 2.96 2.29 6.28
H: 4.35 2.85 5.29
H: 1.70 3.70 4.29
H: 1.82 1.99 4.28
H: 3.82 2.27 2.88
H: 1.84 4.21 1.99
H: 1.64 2.47 1.77
H: 4.04 4.07 0.74
H: 2.62 3.70 -0.21
H: 4.30 2.66 -1.56
H: 4.85 1.05 -1.02
H: 5.63 2.54 -0.43
C: -4.87 -0.61 0.26
O: -4.12 -0.80 -0.91
C: -2.75 -0.68 -0.69
C: -2.05 -0.56 -2.04
N: -2.62 0.44 -2.94
C: -2.46 1.80 -2.46
C: -3.11 2.78 -3.40
O: -4.46 2.47 -3.66
C: -5.32 2.71 -2.58
H: -4.62 -1.34 1.03
H: -5.92 -0.76 0.01
H: -4.75 0.43 0.60
H: -2.30 -1.53 -0.13
H: -2.51 0.17 -0.03
H: -2.24 -1.52 -2.53
H: -0.97 -0.43 -1.99
H: -3.61 0.25 -3.04
H: -1.40 2.05 -2.32
H: -2.93 1.96 -1.47
H: -2.63 2.80 -4.39
H: -2.99 3.80 -3.00
H: -5.23 1.94 -1.79
H: -6.35 2.71 -2.93
H: -5.11 3.67 -2.09
C: 0.33 -2.91 -0.41
O: -0.63 -3.93 -0.26
C: -0.68 -4.40 1.06
C: -1.59 -5.60 1.16
N: -1.34 -6.53 0.06
C: -2.30 -7.59 0.02
C: -1.90 -8.65 -0.97
O: -1.70 -8.03 -2.25
C: -1.28 -8.96 -3.21
H: 1.30 -3.26 -0.04
H: 0.02 -2.02 0.15
H: 0.44 -2.62 -1.45
H: -1.10 -3.61 1.71
H: 0.32 -4.60 1.48
H: -2.64 -5.28 1.12
H: -1.41 -6.06 2.13
H: -1.30 -6.00 -0.79
H: -3.31 -7.22 -0.23
H: -2.39 -8.08 0.99
H: -2.65 -9.45 -1.03
H: -0.92 -9.05 -0.66
H: -1.94 -9.82 -3.26
H: -0.26 -9.32 -2.99
H: -1.27 -8.45 -4.17
O: 0.05 1.18 -0.06
H: 0.78 0.63 0.26
H: 0.46 1.74 -0.74
O: 2.34 -0.31 0.15
H: 2.79 0.55 0.27
H: 2.86 -0.81 -0.48

Largest force on an atom in eV Å⁻¹: 1.81
Energy relative to the best compared isomer or geometry (same formula, charge and spin) in kJ/mol: 0.0
SMILES: COCCNCCOC.COCCNCCOC.COCCNCCOC.COCCNCCOC.COCCNCCOC.O.O
LUMO in eV: 0.3934
Total charge: 0

# 2
DFT (ωB97M-V/def2-TZVPD) results for C13H17F5K2N2O20S4 as an isolated structure in a non-equilibrium geometry.

Cartesian coordinates (Å):
K: 2.82 -1.58 0.12
K: -1.55 -1.66 1.29
N: 0.52 -0.16 -0.10
S: 0.01 -0.17 -1.81
O: 0.62 0.59 -2.88
O: -1.36 -0.66 -1.98
F: 0.92 -1.48 -1.94
S: 0.56 1.36 -0.14
O: -0.74 2.02 -0.28
O: 1.81 2.09 -0.35
F: 0.56 1.62 1.46
N: 2.44 -2.24 2.79
S: 1.81 -3.56 3.60
O: 0.67 -4.12 2.94
O: 1.87 -3.63 5.06
F: 2.99 -4.59 3.14
S: 1.62 -1.18 3.54
O: 2.10 -0.72 4.84
O: 0.21 -1.20 3.27
F: 1.97 0.05 2.58
C: -0.82 -4.05 -4.31
C: 0.73 -4.37 -4.35
O: 1.28 -3.45 -5.29
C: 0.34 -2.47 -5.54
O: 0.53 -1.45 -6.09
O: -0.78 -2.71 -4.80
H: -1.27 -4.12 -3.32
H: -1.43 -4.63 -5.01
H: 0.80 -5.45 -4.46
H: 1.18 -4.00 -3.43
C: 4.05 4.26 0.27
C: 2.92 5.25 0.07
O: 3.29 6.45 0.65
C: 4.27 6.27 1.48
O: 4.64 7.19 2.21
O: 4.60 4.96 1.33
H: 4.67 3.96 -0.57
H: 3.71 3.31 0.68
H: 2.08 4.95 0.71
H: 2.73 5.32 -1.00
C: -5.20 -4.52 -3.08
C: -3.95 -4.22 -2.42
C: -3.66 -2.73 -2.29
O: -4.11 -2.50 -1.05
C: -3.93 -3.58 -0.30
O: -4.05 -3.63 0.92
O: -3.98 -4.70 -1.10
H: -6.04 -4.05 -2.57
H: -5.28 -5.61 -3.06
H: -5.18 -4.25 -4.13
H: -3.17 -4.63 -3.07
H: -4.20 -2.23 -3.08
H: -2.58 -2.57 -2.39
C: -0.44 4.54 3.78
C: 0.57 5.70 3.86
O: -0.11 6.40 4.86
C: -0.79 5.67 5.65
O: -1.36 6.15 6.62
O: -0.75 4.35 5.13
F: 0.47 6.31 2.65
H: 0.07 3.72 3.28
H: -1.31 4.78 3.17
H: 1.60 5.58 4.20

Largest force on an atom in eV Å⁻¹: 11.68
Energy relative to the best compared isomer or geometry (same formula, charge and spin) in kJ/mol: 305.1
LUMO in eV: -1.6063
Total charge: 0